(1)
Entry from the Open Molecules 2025 dataset: the molecule C5H12O in a non-equilibrium geometry (ωB97M-V/def2-TZVPD).

Results
SMILES: COC(C)(C)C
Total charge: 0
Energy, Eh: -272.913665
Energy relative to the best compared isomer or geometry (same formula, charge and spin), kJ/mol: 91.88
F_max, Eh/bohr: 0.045
M, g/mol: 88.1
2S+1: 1
Kohn-Sham gap, eV: 10.68

Geometry as XYZ:
```
18
Properties=species:S:1:pos:R:3:forces:R:3:nbo_charge:R:1
C -2.0150 -0.1391 -0.1799 -0.62 0.58 0.18 -0.2681
O -0.7204 -0.6430 -0.5447 -1.09 0.48 0.41 -0.5516
C 0.3945 0.0376 0.0136 0.85 -0.96 1.14 0.2594
C 0.2273 0.0994 1.5538 1.35 0.80 -0.25 -0.6410
C 1.5772 -0.9234 -0.3723 0.73 1.92 -1.12 -0.6151
C 0.5964 1.4132 -0.5678 -0.35 0.58 -1.34 -0.6436
H -2.4266 -0.4331 0.8696 0.98 0.11 -1.74 0.1709
H -2.6507 -0.5703 -0.9830 0.04 0.45 0.80 0.2024
H -2.0877 1.0103 -0.2109 0.22 -1.63 -0.15 0.1686
H 0.2172 -0.9176 1.9257 0.28 -0.13 0.32 0.2151
H -0.6867 0.5650 1.8955 -0.31 0.27 -0.23 0.2097
H 1.0645 0.7311 1.9818 -0.76 -1.03 -0.28 0.2121
H 1.4674 -1.8887 0.0370 -0.40 -1.08 0.64 0.2139
H 2.6436 -0.5948 -0.1630 -1.43 0.10 0.07 0.2078
H 1.5153 -1.0225 -1.4714 0.07 -0.07 0.39 0.2159
H -0.2314 2.1185 -0.3367 0.48 -0.49 -0.14 0.2104
H 0.7465 1.3801 -1.6801 -0.40 -0.11 0.88 0.2173
H 1.5097 1.8404 -0.1917 0.36 0.22 0.40 0.2160
```
Positions in Å, forces in eV/Å.

=====

(2)
Entry from the Open Molecules 2025 dataset: a cluster of 4 separate species, C31H70BBr2N5O5P in total in a non-equilibrium geometry (ωB97M-V/def2-TZVPD).

Results
Total charge: -1
Energy, Eh: -7387.200505
F_max, Eh/bohr: 0.034
M, g/mol: 794.5
2S+1: 1
Kohn-Sham gap, eV: 5.42

Geometry as XYZ:
```
115
Properties=species:S:1:pos:R:3:forces:R:3:mulliken_charge:R:1
C 4.3591 4.7107 8.2438 0.49 -0.27 -0.09 -0.8317
C 5.2270 4.3533 7.2455 0.02 0.55 0.32 -0.1113
C 5.4671 5.1387 6.0297 1.25 -0.02 0.41 -0.7182
P 3.8271 5.0671 4.8957 -0.58 1.01 0.62 -0.1732
C 3.9849 6.8846 4.3656 0.32 -0.02 -0.49 -1.3480
C 5.3015 7.3557 3.7261 -0.03 0.43 -0.06 0.1804
C 5.6587 8.8093 4.0846 0.04 -0.35 0.42 -0.6570
C 6.2884 8.9030 5.4770 0.07 0.15 -0.20 -1.1547
O 3.6864 3.3660 5.2922 -0.02 0.05 -0.37 -0.4863
C 4.2918 2.4649 4.4149 -0.69 0.17 0.97 0.4235
C 3.2403 1.3592 4.2621 -0.16 -0.17 -0.75 -0.3006
O 3.0887 0.5602 5.4401 0.37 0.19 0.50 -0.2570
N 4.2320 -0.2664 5.6111 0.14 0.41 -0.25 0.2307
O 4.6457 -0.1904 6.6994 -0.35 -0.35 0.02 -0.3745
C 4.6490 3.2437 3.0949 0.26 1.26 -0.38 0.3397
B 3.5806 3.2388 1.8657 0.13 -0.29 0.05 0.5052
N 3.1418 4.4895 1.2800 -0.14 -0.61 -0.27 -0.3985
O 3.1034 2.0363 1.3125 -0.53 0.34 0.28 -0.5477
C 6.0449 2.9387 2.4997 -0.17 -0.62 0.13 -0.7054
Br 7.1402 4.4664 2.1968 0.00 0.09 -0.05 -0.1385
C 6.6051 1.7837 2.1376 0.13 0.21 -0.04 0.4239
C 7.9600 1.5989 1.5066 -0.36 -0.21 -0.30 -1.5166
Br 5.7063 0.1333 2.4125 0.14 -0.12 -0.01 -0.1465
O 4.7024 4.6021 3.4738 0.26 -0.37 0.31 0.3493
H 3.5480 4.0333 8.4995 0.80 -0.52 1.16 0.2646
H 4.4789 5.6408 8.7909 -1.03 0.71 -0.97 0.2610
H 5.7949 3.4240 7.3330 -1.30 -0.88 -0.83 0.2929
H 5.6894 6.1937 6.2233 -0.25 0.07 -0.09 0.2522
H 6.2956 4.6812 5.4751 0.10 0.31 -0.09 0.1849
H 3.1132 5.4347 6.0954 0.09 -0.35 0.12 -0.0157
H 2.5510 4.9761 4.2089 0.12 -0.20 -0.20 -0.0758
H 3.7484 7.5341 5.2155 0.00 -0.22 0.18 0.4916
H 3.2005 7.0378 3.6184 -0.10 0.05 0.11 0.4441
H 5.2165 7.2923 2.6385 0.04 -0.21 0.00 0.2730
H 6.1483 6.7294 4.0144 -0.06 -0.11 -0.04 -0.0013
H 6.3644 9.2119 3.3521 -0.11 0.11 -0.05 0.3807
H 4.7409 9.4058 4.0895 0.09 0.15 -0.28 0.3184
H 5.5646 8.6269 6.2445 0.08 -0.05 0.07 0.2467
H 7.1483 8.2329 5.5448 -0.05 -0.07 0.08 0.2690
H 6.6536 9.9113 5.6899 -0.11 0.04 0.04 0.4172
H 5.1843 2.1210 4.9593 0.27 -0.40 -0.67 0.4567
H 2.2893 1.8861 4.1644 -0.05 -0.05 0.13 0.3180
H 3.3727 0.7310 3.3816 0.17 -0.17 0.24 -0.0675
H 2.2211 4.3563 0.8733 0.16 -0.04 -0.35 0.1465
H 3.7552 4.8205 0.5430 0.14 0.51 0.37 0.1932
H 2.3551 1.6657 1.7897 0.15 -0.28 0.03 0.2147
H 8.1143 2.3476 0.7325 0.14 0.16 0.14 0.4089
H 8.7586 1.6542 2.2465 0.03 0.07 -0.02 0.2824
H 7.9923 0.6300 1.0108 0.10 -0.06 0.15 0.4332
C 2.6585 -1.2800 0.6288 0.02 0.03 0.00 -1.1072
C 1.7016 -1.1131 -0.5398 0.00 0.04 0.11 -0.3987
N 0.9333 -2.3132 -0.8349 -0.05 -0.03 -0.04 0.1535
C 0.2286 -2.2523 -2.0995 0.03 -0.02 -0.20 -0.3328
C -0.8835 -1.2085 -2.2673 -0.08 -0.10 -0.07 -1.0261
C 0.1830 -2.8675 0.2791 0.02 -0.10 0.17 -0.4853
C -0.8530 -1.9716 0.9718 -0.07 -0.08 0.00 -1.0006
H 3.3218 -2.1322 0.4710 -0.04 -0.03 0.01 0.2960
H 3.2709 -0.3846 0.7300 0.00 -0.01 -0.02 0.2407
H 2.1329 -1.4230 1.5753 0.00 -0.02 0.01 0.2769
H 2.2846 -0.8701 -1.4323 -0.06 -0.02 -0.04 0.4458
H 1.0606 -0.2383 -0.3453 0.01 0.01 -0.02 0.1905
H -0.1838 -3.2455 -2.3065 -0.03 0.00 0.07 0.0391
H 0.9755 -2.0805 -2.8817 0.05 0.04 0.06 0.3743
H -1.7842 -1.4879 -1.7200 0.00 0.07 0.04 0.1439
H -1.1564 -1.1363 -3.3231 0.00 0.00 0.00 0.4056
H -0.5731 -0.2152 -1.9427 0.03 -0.02 0.03 0.3713
H 0.8999 -3.2003 1.0330 0.04 0.06 -0.02 0.3618
H -0.3048 -3.7840 -0.0679 -0.02 0.04 -0.08 0.1830
H -0.4668 -0.9676 1.1518 0.02 0.00 0.00 0.2374
H -1.1161 -2.3989 1.9414 0.01 0.00 0.00 0.3880
H -1.7758 -1.8848 0.3987 0.03 0.07 -0.03 0.2866
C -5.8952 -6.4352 -2.7847 -0.02 -0.02 -0.03 -1.4455
C -4.6692 -6.0125 -3.5803 -0.05 -0.08 0.09 -0.4447
N -4.0037 -4.8510 -3.0222 0.11 0.14 -0.04 0.3565
C -3.0088 -4.2758 -3.9101 0.08 0.08 -0.19 -0.3137
C -1.7792 -5.1258 -4.2563 0.06 0.10 -0.03 -1.2699
C -3.6107 -4.9468 -1.6252 -0.12 -0.02 0.19 -0.5645
C -2.6644 -6.0823 -1.2132 0.04 0.06 0.05 -1.0985
H -6.5886 -5.6004 -2.6705 0.02 0.02 0.03 0.2484
H -6.4139 -7.2404 -3.3071 0.00 0.00 0.00 0.4270
H -5.6346 -6.8059 -1.7928 0.00 0.01 0.00 0.3649
H -4.9893 -5.7494 -4.5931 0.06 0.04 -0.01 0.4589
H -4.0002 -6.8823 -3.6836 -0.01 0.00 -0.01 0.2672
H -2.6759 -3.3224 -3.4899 -0.02 -0.04 0.11 0.1413
H -3.5117 -4.0138 -4.8475 -0.09 -0.08 0.03 0.2541
H -1.0742 -5.1859 -3.4287 -0.03 -0.06 0.02 0.1620
H -1.2470 -4.6713 -5.0947 -0.01 0.00 0.00 0.4348
H -2.0525 -6.1392 -4.5527 -0.01 0.00 0.01 0.3587
H -4.5207 -5.0305 -1.0258 -0.03 -0.02 -0.05 0.4053
H -3.1730 -3.9873 -1.3356 0.05 0.01 -0.09 0.3021
H -2.9538 -7.0361 -1.6579 -0.01 0.01 -0.01 0.3449
H -2.6923 -6.2042 -0.1286 -0.01 0.00 0.00 0.3871
H -1.6296 -5.8788 -1.4848 -0.01 -0.04 -0.06 0.1950
C -8.1737 -2.2715 -8.3664 0.02 0.01 -0.03 -1.4612
C -7.3384 -2.0504 -7.1144 -0.01 -0.08 -0.05 -0.2057
N -8.1392 -1.7907 -5.9317 -0.02 0.05 0.04 0.1823
C -7.3602 -1.3079 -4.8028 0.09 0.13 0.06 -1.1114
C -6.3205 -2.2520 -4.1921 0.00 0.05 0.11 -0.4535
C -9.1460 -2.7920 -5.6243 -0.14 -0.10 -0.06 -0.7930
C -8.6817 -4.2394 -5.4065 -0.07 -0.01 0.07 -0.7639
H -8.8535 -1.4342 -8.5305 -0.02 -0.01 0.03 0.3327
H -7.5190 -2.3551 -9.2350 0.00 0.00 0.00 0.4405
H -8.7612 -3.1888 -8.3133 0.00 0.00 0.00 0.2878
H -6.7005 -1.1769 -7.2739 0.01 0.00 0.07 0.4580
H -6.6585 -2.9089 -6.9894 0.01 0.01 -0.01 0.1359
H -8.0539 -0.9855 -4.0211 -0.06 -0.06 -0.03 0.3826
H -6.8497 -0.3959 -5.1284 0.01 -0.03 -0.08 0.4077
H -6.7774 -3.0409 -3.5966 0.02 -0.05 -0.05 0.0717
H -5.6643 -1.6925 -3.5225 0.01 0.00 0.00 0.4940
H -5.6879 -2.7149 -4.9504 -0.01 -0.02 0.00 0.1151
H -9.8807 -2.7904 -6.4334 0.05 0.02 -0.04 0.3548
H -9.6985 -2.4518 -4.7449 0.08 0.03 0.04 0.3506
H -7.9574 -4.5527 -6.1601 0.00 0.01 -0.01 0.2267
H -9.5387 -4.9128 -5.4760 0.00 0.00 -0.01 0.4124
H -8.2363 -4.3877 -4.4238 0.08 0.01 -0.04 0.1440
```
Positions in Å, forces in eV/Å.

=====

(3)
Entry from the Open Molecules 2025 dataset: a structure of composition C12H15N2NiO in a non-equilibrium geometry (ωB97M-V/def2-TZVPD).

Results
Total charge: -2
Expectation value of S²: 3.77
Energy, Eh: -2159.011006
Energy relative to the best compared isomer or geometry (same formula, charge and spin), kJ/mol: 0.00
F_max, Eh/bohr: 0.056
M, g/mol: 262.0
2S+1: 4
Kohn-Sham gap (spin up / spin down), eV: 3.61 / 5.81

Geometry as XYZ:
```
31
Properties=species:S:1:pos:R:3:forces:R:3:nbo_charge:R:1
C -2.0445 0.0278 -2.9010 -0.38 -0.95 0.08 -0.4386
C -3.0766 -0.0862 -1.8934 -0.03 -0.66 -0.34 -0.4269
C -2.6691 -1.0941 -0.9525 -0.18 -0.07 -0.72 -0.4152
C -1.3929 -1.6043 -1.3687 -0.52 -0.01 -0.56 -0.4002
C -1.0261 -0.9465 -2.5874 -0.52 -0.12 -0.30 -0.4203
Ni -1.2646 0.4904 -1.0590 0.81 1.39 1.08 0.0678
N 1.7652 1.8110 1.0059 -1.07 -1.56 -2.18 -0.6072
C 1.9816 2.5280 2.1627 -0.92 0.41 2.04 -0.2731
C 0.5273 2.2385 1.6910 1.50 0.15 0.69 -0.2898
H -3.2572 -1.4642 -0.1199 0.19 0.17 -0.04 0.2071
H -4.0192 0.4551 -1.8723 0.30 -0.03 0.03 0.2022
H -0.8569 -2.4230 -0.8996 0.06 0.36 0.10 0.2491
H -0.1751 -1.1975 -3.2118 -0.03 0.17 0.22 0.2044
H -2.0678 0.6788 -3.7720 0.04 -0.13 0.29 0.2042
H -0.0424 3.0138 1.1617 0.26 -0.47 0.34 0.1954
H 2.2749 3.5630 2.0657 0.50 0.18 -0.17 0.1510
H 1.8797 0.7915 1.0981 0.17 0.68 0.07 0.3826
H -0.0266 1.5221 2.3104 0.23 0.18 -0.60 0.2020
H 2.4241 1.9729 3.0057 -0.50 0.46 -0.11 0.1948
O 0.8904 -2.9165 1.2292 -0.50 -0.73 -0.46 -0.7054
N 1.6905 -2.2199 1.9896 -0.40 -0.21 -0.13 -0.0240
C 2.9673 -1.9387 1.5596 1.13 0.65 0.01 -0.1237
C 3.7470 -1.0514 2.2636 -0.28 -0.82 -0.80 -0.2548
C 3.2812 -0.5253 3.4733 1.12 1.12 0.78 -0.4605
C 2.0399 -0.9306 3.9701 -1.13 -0.76 -0.33 -0.2666
C 1.2551 -1.7747 3.2170 0.24 0.60 1.07 -0.1067
H 3.2949 -2.3996 0.6270 -0.43 0.11 0.31 0.1986
H 4.7146 -0.7798 1.8431 -0.11 -0.07 0.19 0.1896
H 3.8891 0.1739 4.0328 0.05 0.05 0.02 0.1772
H 1.6577 -0.5859 4.9317 0.11 -0.05 -0.21 0.1883
H 0.2640 -2.0925 3.5364 0.30 -0.05 -0.36 0.1983
```
Positions in Å, forces in eV/Å.